The following is a quantum chemistry calculation of a structure of composition C16H49Fe2N3O14P in a non-equilibrium geometry, from OMol25.

The geometry in XYZ format:
```
85
C16H49Fe2N3O14P ωB97M-V/def2-TZVPD
Fe -23.188 9.859 -28.479
Fe -24.640 7.857 -23.898
P -22.323 6.967 -26.502
O -22.972 8.305 -26.149
O -22.467 7.226 -28.042
O -23.323 6.113 -25.701
O -20.937 7.017 -25.836
C -21.120 9.170 -20.820
O -21.750 8.430 -21.860
H -21.829 9.597 -20.111
H -20.441 8.494 -20.300
H -20.521 9.949 -21.292
H -21.027 8.123 -22.411
C -20.613 3.721 -21.946
O -19.367 4.348 -21.936
H -20.483 2.679 -21.655
H -21.186 4.167 -21.132
H -21.202 3.746 -22.862
H -19.347 4.741 -22.812
C -25.507 2.385 -28.026
O -26.139 3.578 -27.486
H -24.920 2.005 -27.189
H -26.239 1.592 -28.178
H -24.907 2.656 -28.895
H -25.432 4.101 -27.101
C -19.696 2.477 -26.603
O -18.844 3.496 -26.042
H -20.418 2.764 -27.367
H -19.061 1.695 -27.021
H -20.287 1.944 -25.858
H -19.354 4.303 -25.941
C -16.530 8.571 -24.414
O -17.694 9.280 -24.614
H -16.111 9.023 -23.515
H -16.729 7.572 -24.026
H -15.819 8.450 -25.231
H -18.410 8.692 -24.866
C -23.835 5.106 -32.401
O -22.686 4.946 -31.578
H -24.025 4.256 -33.057
H -24.647 5.409 -31.740
H -23.610 6.008 -32.970
H -22.683 5.620 -30.894
C -17.407 6.644 -29.624
O -18.539 7.379 -29.995
H -16.915 6.906 -28.688
H -17.600 5.573 -29.674
H -16.632 6.916 -30.341
H -19.310 7.180 -29.459
C -21.926 10.116 -33.363
O -22.621 10.036 -32.294
N -22.502 10.063 -34.534
C -21.704 9.900 -35.807
C -23.959 10.043 -34.785
H -20.827 10.175 -33.370
H -21.715 10.837 -36.365
H -22.166 9.104 -36.390
H -20.646 9.643 -35.756
H -24.228 9.056 -35.163
H -24.538 10.381 -33.925
H -24.151 10.661 -35.661
C -25.210 12.664 -22.770
O -24.994 11.460 -22.885
N -24.335 13.601 -23.119
C -24.783 14.969 -23.000
C -22.888 13.356 -23.425
H -26.187 13.094 -22.500
H -25.849 15.165 -23.114
H -24.371 15.432 -23.896
H -24.532 15.418 -22.039
H -22.511 13.912 -24.283
H -22.329 13.735 -22.569
H -22.593 12.307 -23.452
C -27.970 8.710 -29.966
O -26.931 9.304 -29.748
N -29.069 9.300 -30.508
C -30.194 8.430 -30.839
C -29.068 10.654 -31.005
H -28.008 7.629 -29.764
H -30.453 7.578 -30.211
H -30.074 8.044 -31.852
H -31.055 9.098 -30.859
H -28.471 11.395 -30.474
H -28.703 10.659 -32.032
H -30.097 11.003 -31.095
```

Results
* multiplicity: 9
* highest occupied orbital energy (alpha / beta): -11.2 / -11.1 eV
* net charge: +1
* electronic energy: -4724.706315 Eh
* relative energy (zero: lowest compared OMol25 entry of this formula, charge and spin): 410.5 kcal/mol



The following is a quantum chemistry calculation of a cluster of 8 separate species, C16H49NO8 in total in a non-equilibrium geometry, from OMol25.

The geometry in XYZ format:
```
74
C16H49NO8 ωB97M-V/def2-TZVPD
C 10.071 -11.094 -6.858
C 10.943 -12.289 -6.469
O 11.726 -12.084 -5.304
H 9.372 -11.479 -7.606
H 10.617 -10.228 -7.219
H 9.360 -10.803 -6.081
H 11.564 -12.588 -7.323
H 10.262 -13.143 -6.335
H 12.414 -12.755 -5.331
C 13.624 -18.958 -9.254
C 12.555 -18.118 -9.932
O 12.459 -16.851 -9.257
H 13.283 -19.229 -8.249
H 14.546 -18.406 -9.082
H 13.772 -19.894 -9.799
H 11.609 -18.665 -9.881
H 12.794 -17.916 -10.975
H 12.125 -17.042 -8.374
C 14.760 -12.826 -8.055
C 14.388 -14.232 -8.516
O 13.617 -14.035 -9.721
H 15.351 -12.295 -8.796
H 15.362 -12.888 -7.141
H 13.904 -12.219 -7.753
H 13.849 -14.801 -7.762
H 15.348 -14.683 -8.771
H 13.742 -14.799 -10.296
C 12.409 -12.643 -12.653
C 13.059 -11.437 -11.991
O 12.773 -11.439 -10.613
H 12.692 -13.551 -12.128
H 12.661 -12.660 -13.720
H 11.325 -12.516 -12.705
H 12.654 -10.510 -12.400
H 14.121 -11.480 -12.276
H 13.128 -12.265 -10.246
C 9.518 -19.154 -12.855
C 10.067 -17.886 -13.483
O 9.542 -16.733 -12.855
H 8.429 -19.113 -12.934
H 9.781 -19.221 -11.798
H 9.895 -20.061 -13.331
H 9.886 -17.809 -14.562
H 11.158 -17.874 -13.404
H 8.577 -16.769 -12.854
C 6.858 -16.558 -10.545
C 5.866 -17.279 -11.440
C 4.423 -16.845 -11.114
O 3.367 -17.511 -11.766
C 3.450 -18.920 -11.828
N 6.203 -17.171 -12.871
H 6.911 -15.467 -10.602
H 7.838 -16.937 -10.857
H 6.803 -16.849 -9.497
H 6.149 -18.313 -11.213
H 4.361 -15.789 -11.384
H 4.295 -16.861 -10.024
H 4.486 -19.251 -11.978
H 2.912 -19.173 -12.743
H 3.109 -19.440 -10.928
H 6.310 -16.185 -13.090
H 5.493 -17.637 -13.416
C 6.657 -13.934 -7.751
O 7.418 -13.005 -8.478
H 5.637 -13.596 -7.572
H 6.477 -14.820 -8.378
H 7.136 -14.281 -6.832
H 8.269 -13.385 -8.728
C 10.278 -14.687 -10.601
O 10.465 -13.652 -9.639
H 10.758 -14.491 -11.554
H 10.487 -15.685 -10.213
H 9.201 -14.758 -10.773
H 11.403 -13.625 -9.400
```

Results
* highest occupied orbital energy: -9.6 eV
* structure (SMILES): COC[C@H](C)N.CCO.CCO.CCO.CCO.CCO.CO.CO
* net charge: 0
* electronic energy: -1295.545460 Eh
* relative energy (zero: lowest compared OMol25 entry of this formula, charge and spin): 36.1 kcal/mol



The following is a quantum chemistry calculation of a structure of composition C16H4F5IO3PtS5, from OMol25.

The geometry in XYZ format:
```
35
C16H4F5IO3PtS5 ωB97M-V/def2-TZVPD
Pt 0.376 0.895 -1.960
F -2.547 0.198 4.871
C -1.769 0.496 3.820
C -2.310 1.046 2.681
F -3.632 1.280 2.634
C -1.503 1.379 1.607
F -2.096 1.958 0.569
C -0.125 1.177 1.603
S 0.979 1.603 0.317
C 0.380 0.634 2.790
F 1.694 0.431 2.919
C -0.409 0.302 3.875
F 0.141 -0.199 4.991
O -3.585 2.979 -7.153
C -2.873 2.601 -6.242
S -1.248 1.957 -6.457
C -0.898 1.642 -4.759
C -1.859 1.941 -3.895
S -1.763 1.679 -2.175
S -3.338 2.639 -4.543
S 0.639 0.962 -4.322
I 0.318 -3.545 3.910
C 1.122 -2.688 2.163
C 0.259 -2.185 1.202
C 0.799 -1.640 0.041
C 2.174 -1.606 -0.167
C 3.010 -2.138 0.809
C 2.497 -2.673 1.985
C 2.827 -1.003 -1.413
O 3.888 -1.522 -1.771
O 2.292 0.020 -1.963
H -0.813 -2.199 1.355
H 0.142 -1.236 -0.708
H 4.077 -2.124 0.633
H 3.153 -3.062 2.752
```

Results
* highest occupied orbital energy: -1.4 eV
* net charge: -2
* electronic energy: -3745.292842 Eh
* relative energy (zero: lowest compared OMol25 entry of this formula, charge and spin): 0.0 kcal/mol



The following is a quantum chemistry calculation of a structure of composition C16H50B2Co2N2O8 in a non-equilibrium geometry, from OMol25.

The geometry in XYZ format:
```
80
C16H50B2Co2N2O8 ωB97M-V/def2-TZVPD
Co -7.920 -23.962 -16.266
Co -9.462 -20.823 -19.194
B -11.359 -20.883 -20.394
H -11.356 -21.349 -19.286
H -10.753 -19.848 -20.287
H -10.811 -21.663 -21.126
H -12.483 -20.660 -20.710
B -8.987 -22.825 -18.067
H -9.028 -22.521 -16.901
H -10.086 -22.791 -18.542
H -8.222 -22.109 -18.650
H -8.598 -23.964 -18.197
C -9.021 -21.940 -14.199
C -9.554 -23.288 -13.806
O -9.728 -24.047 -15.000
O -7.743 -22.191 -14.844
H -8.895 -21.259 -13.359
H -9.685 -21.469 -14.929
H -10.456 -23.168 -13.208
H -8.793 -23.804 -13.223
H -10.634 -24.036 -15.329
H -7.224 -21.381 -14.871
C -13.255 -23.805 -17.826
C -14.070 -24.271 -19.021
O -13.870 -25.674 -19.192
O -13.908 -22.833 -17.046
H -12.284 -23.435 -18.193
H -13.060 -24.684 -17.208
H -13.830 -23.742 -19.949
H -15.130 -24.050 -18.840
H -14.183 -25.900 -20.073
H -14.353 -22.195 -17.613
C -9.447 -26.685 -20.011
O -9.342 -27.496 -18.847
C -8.033 -27.813 -18.449
C -7.365 -26.624 -17.773
N -8.318 -25.910 -16.880
C -8.680 -26.686 -15.656
C -7.573 -26.503 -14.648
O -7.137 -25.142 -14.598
C -6.056 -25.016 -13.648
H -10.367 -26.950 -20.532
H -8.613 -26.823 -20.700
H -9.580 -25.624 -19.761
H -7.376 -28.204 -19.234
H -8.135 -28.666 -17.770
H -7.062 -25.919 -18.556
H -6.441 -26.889 -17.257
H -9.183 -26.066 -17.419
H -8.736 -27.763 -15.836
H -9.649 -26.364 -15.300
H -6.717 -27.126 -14.930
H -7.887 -26.884 -13.671
H -5.246 -25.704 -13.876
H -6.457 -25.195 -12.650
H -5.726 -23.980 -13.674
C -3.924 -17.911 -20.207
O -4.969 -18.876 -20.072
C -5.626 -18.787 -18.828
C -6.780 -19.775 -18.818
N -7.974 -19.368 -19.613
C -7.726 -19.309 -21.083
C -7.366 -20.672 -21.591
O -8.363 -21.520 -21.062
C -8.283 -22.875 -21.485
H -3.333 -17.875 -19.290
H -4.349 -16.913 -20.367
H -3.366 -18.194 -21.092
H -5.956 -17.743 -18.697
H -4.923 -18.994 -18.009
H -7.101 -19.886 -17.780
H -6.377 -20.697 -19.231
H -8.169 -18.416 -19.310
H -7.002 -18.538 -21.329
H -8.664 -19.009 -21.555
H -6.340 -20.985 -21.352
H -7.361 -20.715 -22.687
H -8.668 -22.952 -22.504
H -8.924 -23.468 -20.839
H -7.255 -23.242 -21.435
```

Results
* multiplicity: 7
* highest occupied orbital energy (alpha / beta): -14.1 / -14.1 eV
* net charge: +2
* electronic energy: -4165.532626 Eh